10
Properties=species:S:1:pos:R:3 method="wB97M-V/def2-TZVPD" homo_energy_ev=-10.73 total_energy_ev=-10242.591 gap_ev=8.884 e_lumo_ha=-0.0677 smiles="N#CC1=CC(=O)N=C1"
C -1.667 -0.296 -0.081
C -0.235 -1.032 0.146
C 0.645 0.001 0.074
C -0.151 1.352 0.002
C 2.107 -0.188 -0.105
H -0.116 -2.059 0.168
H 0.268 2.264 0.342
N -1.357 1.095 -0.167
N 3.250 -0.360 -0.207
O -2.744 -0.777 -0.171


50
Properties=species:S:1:pos:R:3 method="wB97M-V/def2-TZVPD" homo_energy_ev=-8.40 total_energy_ev=-48298.121 gap_ev=8.993 e_lumo_ha=0.0217 smiles="CCCCNC(=O)CNC(=S)N(Cc1ccccc1)Cc1cccs1"
C -0.395 -1.518 1.718
C -1.317 -2.728 1.795
C -2.676 -2.505 1.132
H -3.241 -3.438 1.187
H -2.532 -2.268 0.075
C -3.518 -1.397 1.772
N -3.179 -0.089 1.262
C -2.813 0.943 2.032
O -2.746 0.918 3.245
C -2.408 2.185 1.216
N -1.085 2.003 0.664
C -0.835 1.387 -0.508
N 0.443 1.082 -0.820
C 0.801 0.576 -2.138
C 1.134 -0.891 -2.067
C 2.449 -1.334 -2.100
C 2.739 -2.682 -1.972
C 1.716 -3.599 -1.804
C 0.400 -3.166 -1.780
C 0.111 -1.820 -1.912
H -0.913 -1.479 -1.906
H -0.402 -3.879 -1.660
H 1.943 -4.649 -1.700
H 3.766 -3.015 -2.001
H 3.253 -0.624 -2.241
H -0.052 0.739 -2.800
H 1.654 1.154 -2.507
C 1.564 1.251 0.091
C 2.199 2.599 -0.048
C 3.311 2.922 -0.764
C 3.613 4.302 -0.730
C 2.722 5.011 0.007
S 1.497 4.012 0.676
H 2.703 6.064 0.204
H 4.455 4.742 -1.233
H 3.908 2.199 -1.291
H 2.300 0.482 -0.161
H 1.245 1.066 1.121
S -2.089 1.029 -1.552
H -0.328 2.171 1.308
H -3.112 2.352 0.398
H -2.390 3.054 1.876
H -3.162 0.029 0.253
H -4.579 -1.585 1.567
H -3.373 -1.370 2.854
H -1.469 -2.997 2.842
H -0.830 -3.574 1.302
H 0.596 -1.777 2.088
H -0.297 -1.185 0.686
H -0.781 -0.702 2.323


32
Properties=species:S:1:pos:R:3 method="wB97M-V/def2-TZVPD" homo_energy_ev=-8.53 total_energy_ev=-46156.319 gap_ev=7.998 e_lumo_ha=-0.0197 smiles="Cc1ccc(/N=C2/NS(=O)(=O)c3cc(F)ccc3S2)cc1"
O -1.961 -2.941 -3.260
O -2.691 -2.191 -1.081
F 2.172 -5.951 -2.104
N -0.854 1.061 -1.149
S 0.431 -0.925 0.178
C -0.603 -0.232 -1.129
C 2.503 -4.217 -0.350
C 0.648 2.347 0.317
C -1.700 2.453 0.515
C 1.916 -3.069 0.192
C 0.780 3.188 1.443
C -1.613 3.345 1.620
C 0.570 -4.267 -2.004
C 1.800 -4.809 -1.480
C -0.621 1.946 -0.090
C 0.833 -2.512 -0.409
C -0.378 3.776 1.982
C -0.009 -3.136 -1.406
N -0.996 -0.712 -2.345
C -0.308 4.807 3.100
S -1.557 -2.332 -1.983
H 3.435 -4.678 0.105
H 1.583 1.983 -0.128
H -2.747 2.264 0.257
H 2.424 -2.528 0.921
H 1.796 3.369 1.818
H -2.481 3.766 2.048
H 0.056 -4.791 -2.858
H -1.640 -0.069 -2.780
H 0.789 4.732 3.370
H -1.019 4.509 3.810
H -0.559 5.813 2.882


70
Properties=species:S:1:pos:R:3 method="wB97M-V/def2-TZVPD" homo_energy_ev=-9.83 total_energy_ev=-44041.189 total_charge=+1 gap_ev=7.325 e_lumo_ha=-0.0922
C 2.085 4.224 3.064
C 1.795 3.398 1.906
C 2.237 3.560 0.610
C 1.519 2.600 -0.180
C 1.341 1.589 0.738
B -1.802 1.567 1.213
O -1.425 0.464 1.912
C -1.508 0.744 3.325
C -1.797 2.251 3.483
N -2.147 2.721 2.123
C -1.881 4.139 1.824
C -3.546 2.310 1.644
C -3.407 2.057 0.108
O -2.020 1.691 -0.144
O 1.096 2.218 1.980
H 2.440 5.193 2.652
H 1.228 4.443 3.727
H 2.933 3.777 3.625
H 3.159 4.067 0.279
H 1.358 2.609 -1.250
H -2.340 0.136 3.711
H -0.551 0.450 3.762
H -2.669 2.416 4.134
H -0.895 2.772 3.827
H -2.745 4.717 2.197
H -0.959 4.445 2.331
H -1.773 4.289 0.720
H -3.869 1.432 2.215
H -4.187 3.180 1.835
H -4.041 1.223 -0.232
H -3.578 2.981 -0.471
C 5.729 -4.124 0.706
O 5.667 -2.884 1.450
C 4.817 -1.922 1.040
C 4.508 -0.867 1.920
C 3.355 -0.132 1.740
C 2.568 -0.345 0.592
C 1.130 0.205 0.587
C 0.299 -0.154 -0.657
C -0.830 -0.966 -0.499
C -1.488 -1.546 -1.594
C -1.039 -1.216 -2.872
O -1.740 -1.518 -4.020
C -2.534 -2.662 -4.035
C -3.596 -2.604 -4.939
C -4.273 -3.775 -5.274
C -3.886 -4.992 -4.696
C -2.841 -5.034 -3.773
C -2.172 -3.860 -3.408
C 0.098 -0.428 -3.048
C 0.768 0.099 -1.948
C 3.029 -1.209 -0.405
C 4.119 -2.007 -0.170
H 6.442 -4.727 1.273
H 4.752 -4.632 0.661
H 6.114 -3.961 -0.316
H 5.125 -0.718 2.794
H 3.063 0.592 2.509
H 0.594 -0.238 1.423
H -1.248 -1.158 0.493
H -2.366 -2.177 -1.433
H -3.835 -1.644 -5.399
H -5.091 -3.725 -5.997
H -4.412 -5.902 -4.979
H -2.524 -5.984 -3.337
H -1.365 -3.885 -2.681
H 0.459 -0.178 -4.034
H 1.689 0.667 -2.064
H 2.496 -1.311 -1.348
H 4.365 -2.738 -0.928